<w>
Density functional theory data (ωB97M-V with the def2-TZVPD basis set) for C22H31N3O4 as an isolated structure.

Properties
Kohn-Sham gap = 0.2586 hartree
Net charge = 0
Highest occupied orbital energy = -8.0269 eV

```
60
Properties=species:S:1:pos:R:3:nbo_charge:R:1
C -2.16 6.83 -2.84 -0.588
H -1.92 7.09 -3.80 0.190
C -1.28 5.50 -2.47 -0.405
C 0.09 6.06 -2.34 -0.418
C 0.82 4.98 -1.85 -0.339
C 1.20 3.95 -2.80 -0.450
C 2.23 2.99 -2.20 -0.345
C 2.52 1.70 -3.47 -0.396
H 3.04 2.22 -4.31 0.211
H 3.25 1.03 -2.88 0.194
C 1.53 0.95 -4.02 -0.502
C 0.53 0.41 -2.96 0.659
O -0.82 0.78 -2.47 -0.666
N 1.23 -0.63 -2.11 -0.448
N 0.47 -1.28 -1.11 -0.446
C 1.29 -2.11 -0.37 0.689
O 2.29 -2.49 -0.68 -0.625
C 0.58 -2.84 0.75 -0.359
C 1.28 -4.10 1.28 0.384
O 2.57 -4.27 1.00 -0.667
H 2.67 -3.73 0.11 0.511
C 0.80 -4.52 2.39 -0.140
C 1.42 -5.71 3.03 -0.040
C 0.86 -6.27 4.14 -0.234
C -0.60 -6.17 4.25 -0.149
C -1.25 -5.06 3.90 -0.300
C -0.82 -4.21 2.91 0.340
N -1.23 -3.36 2.07 -0.385
C -0.71 -2.42 1.16 0.626
O -1.40 -1.62 0.67 -0.620
C -2.62 -2.89 2.44 -0.275
C -2.75 -1.60 3.35 -0.387
C -2.00 -1.89 4.82 -0.573
H -1.13 -2.16 4.76 0.170
H -2.07 -0.88 5.41 0.206
H -2.45 -2.69 5.30 0.183
H -3.79 -1.34 3.45 0.220
H -1.91 -0.70 3.10 0.223
H -3.17 -3.64 2.95 0.204
H -3.00 -2.45 1.52 0.258
H -2.20 -4.71 4.42 0.215
H -0.83 -6.35 5.35 0.216
H 1.22 -7.06 4.58 0.194
H 2.20 -5.83 2.77 0.138
H -0.38 -0.95 -0.88 0.451
H 2.01 -1.05 -2.20 0.382
H 0.67 1.63 -4.36 0.244
H 1.61 0.12 -4.37 0.214
H 1.77 2.22 -1.55 0.223
H 3.22 3.40 -2.07 0.217
H 0.28 3.32 -3.07 0.209
H 1.61 4.20 -3.84 0.198
H 0.62 4.38 -0.91 0.229
H 2.03 5.45 -1.49 0.126
H 0.51 6.42 -3.17 0.205
H 0.40 6.97 -1.58 0.201
H -1.51 4.88 -3.24 0.218
H -1.62 5.38 -1.54 0.206
H -3.17 6.46 -3.02 0.199
H -1.99 7.65 -1.92 0.203
```


<x>
Density functional theory data (ωB97M-V with the def2-TZVPD basis set) for one molecule with the formula C22H31N3O4.

Properties
Kohn-Sham gap = 0.3495 hartree
Net charge = 0
Highest occupied orbital energy = -9.0291 eV
SMILES string = CCOC(=O)[C@@]1(CC(=O)N[C@@H](Cc2cccnc2)C2CCCC2)CCCNC1=O

```
60
Properties=species:S:1:pos:R:3:nbo_charge:R:1
C -3.88 1.71 -1.68 -0.618
C -3.77 1.16 -0.27 -0.074
O -2.54 0.44 -0.18 -0.507
C -2.25 -0.10 0.98 0.819
O -2.96 -0.05 1.94 -0.589
C -0.87 -0.76 1.01 -0.244
C 0.22 0.31 1.17 -0.468
C 0.03 1.65 0.45 0.679
O -0.26 2.65 1.09 -0.648
N 0.23 1.66 -0.87 -0.655
C 0.16 2.86 -1.68 -0.024
C 1.36 3.78 -1.40 -0.423
C 2.70 3.15 -1.71 -0.058
C 3.33 2.32 -0.80 -0.161
C 4.55 1.76 -1.13 -0.258
C 5.11 2.06 -2.37 0.022
N 4.52 2.86 -3.26 -0.414
C 3.34 3.39 -2.92 0.026
C -0.01 2.58 -3.19 -0.227
C 0.16 1.12 -3.68 -0.412
C -1.26 0.58 -3.83 -0.402
C -2.01 1.77 -4.43 -0.413
C -1.40 3.00 -3.73 -0.390
C -0.80 -1.72 2.20 -0.381
C -1.66 -2.96 1.99 -0.417
C -1.19 -3.74 0.77 -0.208
N -0.92 -2.84 -0.34 -0.602
C -0.63 -1.51 -0.31 0.721
O -0.19 -0.97 -1.31 -0.656
H -4.81 2.27 -1.79 0.219
H -3.05 2.38 -1.90 0.211
H -3.87 0.90 -2.41 0.212
H -3.77 1.97 0.46 0.199
H -4.61 0.50 -0.04 0.188
H 0.30 0.57 2.23 0.244
H 1.19 -0.10 0.88 0.230
H 0.26 0.76 -1.34 0.448
H -0.72 3.41 -1.34 0.206
H 1.24 4.70 -1.97 0.213
H 1.35 4.07 -0.35 0.238
H 2.87 2.12 0.16 0.214
H 5.07 1.11 -0.44 0.216
H 6.06 1.64 -2.67 0.190
H 2.90 4.04 -3.67 0.187
H 0.74 3.18 -3.72 0.214
H 0.67 1.12 -4.65 0.209
H 0.78 0.50 -3.03 0.218
H -1.31 -0.31 -4.46 0.209
H -1.67 0.32 -2.85 0.211
H -1.84 1.82 -5.51 0.199
H -3.09 1.70 -4.28 0.206
H -2.06 3.34 -2.93 0.194
H -1.32 3.84 -4.42 0.210
H 0.24 -2.02 2.36 0.206
H -1.11 -1.21 3.11 0.246
H -1.63 -3.60 2.86 0.225
H -2.71 -2.67 1.86 0.220
H -0.26 -4.27 1.01 0.186
H -1.93 -4.47 0.47 0.207
H -0.74 -3.24 -1.25 0.408
```


In eV, relative to the most stable structure: <w> 21.398; <x> 0.000.


<w>
Density functional theory data (ωB97M-V with the def2-TZVPD basis set) for an isolated ion of composition C4H9FN3 and charge +1.

Properties
Kohn-Sham gap (alpha / beta) = 0.2983 / 0.2983 hartree
Net charge = +1
Highest occupied orbital energy (alpha / beta) = -12.6263 / -12.6255 eV

```
17
Properties=species:S:1:pos:R:3:nbo_charge:R:1
C -0.25 0.99 -0.20 0.047
C -1.38 -1.14 -0.20 0.578
C -2.48 0.82 0.48 -0.457
C 2.32 -1.27 0.55 -0.461
N -1.29 0.15 0.02 -0.301
N 1.12 -0.80 -0.01 -0.259
N 0.96 0.46 -0.08 -0.179
F -2.53 -1.70 0.11 -0.270
H -0.56 1.94 -0.43 0.236
H -0.81 -1.77 -0.73 0.223
H -2.85 0.52 1.50 0.260
H -2.66 1.84 0.39 0.256
H -3.27 0.33 -0.15 0.239
H 3.11 -0.51 0.39 0.195
H 1.95 -1.53 1.56 0.240
H 2.64 -2.22 0.15 0.242
H 1.73 1.11 0.00 0.411
```


<x>
Density functional theory data (ωB97M-V with the def2-TZVPD basis set) for an isolated ion of composition C4H9FN3 and charge +1.

Properties
Kohn-Sham gap = 0.3892 hartree
Net charge = +1
Highest occupied orbital energy = -14.5243 eV
SMILES string = CN1C=[NH+]N(C)[C@@H]1F

```
17
Properties=species:S:1:pos:R:3:nbo_charge:R:1
C 2.38 0.19 -0.02 -0.424
N 1.04 -0.13 -0.19 -0.336
C 0.49 -1.09 -0.88 0.374
N -0.79 -0.96 -1.19 -0.404
N -1.21 0.52 -0.65 -0.214
C -2.32 0.37 0.27 -0.414
C -0.03 1.00 -0.03 0.435
F 0.43 2.02 -0.84 -0.335
H 2.97 -0.32 -0.84 0.241
H 2.49 1.21 -0.07 0.247
H 2.71 -0.06 1.03 0.234
H 0.98 -2.01 -1.06 0.253
H -1.22 -1.43 -1.96 0.453
H -2.60 1.36 0.34 0.231
H -3.13 -0.21 -0.01 0.246
H -1.82 0.13 1.37 0.176
H -0.43 1.53 0.90 0.235
```


In eV, relative to the most stable structure: <w> 1.325; <x> 0.000.


<w>
Density functional theory data (ωB97M-V with the def2-TZVPD basis set) for one molecule with the formula C2H5OPS.

Properties
Kohn-Sham gap = 0.3001 hartree
Net charge = 0
Highest occupied orbital energy = -8.7557 eV
SMILES string = OCC(P)=S

```
10
Properties=species:S:1:pos:R:3:nbo_charge:R:1
O 1.11 -1.00 -1.00 -0.691
C 0.60 -1.02 0.25 -0.133
C -0.51 0.04 0.45 -0.412
P -0.67 1.37 -0.82 0.231
S -1.65 -0.09 1.56 0.092
H 0.48 -0.53 -1.57 0.467
H -0.03 -1.95 0.41 0.182
H 1.43 -1.00 0.97 0.210
H -1.37 2.08 0.24 0.043
H 0.59 2.09 -0.48 0.011
```


<x>
Density functional theory data (ωB97M-V with the def2-TZVPD basis set) for a 2-piece molecular cluster, C2H5OPS overall.

Properties
Kohn-Sham gap = 0.3089 hartree
Net charge = 0
Highest occupied orbital energy = -8.6034 eV
SMILES string = C=PO.C=S

```
10
Properties=species:S:1:pos:R:3:nbo_charge:R:1
C 1.65 1.02 -0.89 -0.908
P 1.86 0.76 0.83 0.950
O 1.76 -0.87 0.92 -0.979
H 1.46 0.25 -1.61 0.232
H 1.65 2.10 -0.99 0.223
H 1.94 -1.21 1.76 0.493
C -1.77 -0.20 -0.81 -0.499
S -3.32 0.10 -0.62 0.085
H -1.50 -1.12 -1.33 0.192
H -0.95 0.55 -0.45 0.212
```


In eV, relative to the most stable structure: <w> 0.000; <x> 0.134.


<w>
Density functional theory data (ωB97M-V with the def2-TZVPD basis set) for C37H26BrLaN8O10Se as an isolated structure.

Properties
Kohn-Sham gap = 0.1934 hartree
Net charge = 0
Highest occupied orbital energy = -6.6960 eV

```
84
Properties=species:S:1:pos:R:3:mulliken_charge:R:1
La -0.10 0.04 -0.16 3.141
O 4.05 3.17 -6.98 -0.472
C 4.04 3.36 -5.63 0.480
O 4.48 4.37 -5.16 -0.530
C 3.40 2.28 -4.82 0.449
C 2.71 2.64 -3.67 -1.512
C 2.13 1.67 -2.87 0.263
C 2.24 0.33 -3.22 -0.351
C 2.97 -0.04 -4.35 -0.602
C 3.53 0.94 -5.15 -0.920
N 1.66 -0.63 -2.34 0.695
C 1.38 -1.80 -2.76 -0.487
C 0.92 -2.86 -1.83 0.407
C 0.77 -4.15 -2.30 -0.957
C 0.37 -5.15 -1.42 -0.641
C 0.14 -4.81 -0.10 -0.975
C 0.33 -3.48 0.29 -0.274
N 0.71 -2.53 -0.55 0.670
H 3.51 2.40 -7.19 0.345
H 2.63 3.68 -3.40 0.527
H 1.57 1.96 -1.99 0.639
H 3.14 -1.08 -4.59 0.477
H 4.13 0.64 -6.01 0.464
H 1.48 -2.10 -3.81 0.415
H 0.96 -4.37 -3.34 0.509
H 0.24 -6.16 -1.76 0.442
H -0.17 -5.54 0.63 0.491
H 0.16 -3.18 1.31 0.321
C 3.62 2.46 1.03 -1.457
C 3.25 1.01 0.87 0.206
O 2.22 0.68 0.30 0.465
N 4.08 0.08 1.37 -0.035
C 3.73 -1.34 1.32 -0.994
C 2.79 -1.70 2.44 0.612
C 3.27 -2.18 3.66 -0.852
C 2.36 -2.42 4.68 -0.540
C 1.02 -2.18 4.45 -1.163
C 0.63 -1.72 3.20 -0.016
N 1.49 -1.49 2.21 0.366
H 2.73 3.05 0.79 0.167
H 4.43 2.71 0.35 0.349
H 3.94 2.68 2.05 0.488
H 4.83 0.39 1.97 0.279
H 4.65 -1.92 1.37 0.651
H 3.25 -1.52 0.37 -0.341
H 4.32 -2.35 3.80 0.498
H 2.71 -2.79 5.64 0.409
H 0.28 -2.34 5.22 0.503
H -0.40 -1.49 2.99 0.341
O -3.70 4.85 -1.93 -0.593
C -2.83 4.06 -1.71 0.336
C -1.81 4.12 -0.57 0.199
O -1.79 4.93 0.33 -0.668
C -0.91 2.96 -0.76 0.615
C -1.33 2.24 -1.89 0.424
O -0.75 1.11 -2.24 -1.058
C -2.56 2.75 -2.44 0.268
O -3.28 2.23 -3.28 -0.735
O 0.04 2.58 0.01 -0.771
Se -2.83 -0.71 -2.69 0.420
N -4.38 -1.14 -2.01 -0.865
C -4.16 -1.60 -0.78 0.530
C -5.16 -1.91 0.17 -0.589
C -4.75 -2.29 1.41 -0.755
C -3.35 -2.36 1.70 -0.373
N -2.39 -2.10 0.86 0.232
C -2.80 -1.72 -0.39 0.161
N -1.91 -1.34 -1.31 -0.405
H -6.21 -1.83 -0.09 0.483
H -5.45 -2.52 2.20 0.436
H -3.04 -2.65 2.70 0.448
Br -6.56 2.13 3.90 -0.172
C -4.69 1.93 3.99 -0.122
C -4.03 2.19 5.18 -0.217
N -2.71 2.06 5.32 -0.671
C -2.02 1.65 4.25 -0.133
C -2.60 1.37 3.03 0.116
C -3.97 1.52 2.88 -0.419
C -1.79 0.88 1.88 1.097
O -2.27 0.91 0.72 -0.753
O -0.63 0.41 2.11 -0.913
H -4.59 2.51 6.05 0.389
H -0.95 1.54 4.37 0.585
H -4.45 1.33 1.93 0.524
```


<x>
Density functional theory data (ωB97M-V with the def2-TZVPD basis set) for C37H26BrLaN8O10Se as an isolated structure.

Properties
Kohn-Sham gap = 0.1854 hartree
Net charge = 0
Highest occupied orbital energy = -6.8728 eV

```
84
Properties=species:S:1:pos:R:3:mulliken_charge:R:1
La -0.17 -0.18 -0.79 2.853
O 0.02 1.00 7.34 -0.477
C -1.15 0.46 6.94 0.614
O -2.05 0.31 7.72 -0.547
C -1.25 0.05 5.50 0.963
C -2.53 -0.19 5.00 -1.031
C -2.71 -0.55 3.68 -0.125
C -1.60 -0.70 2.84 -0.365
C -0.32 -0.47 3.33 -0.491
C -0.15 -0.11 4.66 -1.209
N -1.76 -1.02 1.47 0.555
C -2.55 -1.98 1.18 -1.027
C -2.98 -2.27 -0.20 0.568
C -3.90 -3.29 -0.41 -0.988
C -4.39 -3.48 -1.69 -0.492
C -3.95 -2.64 -2.70 -1.031
C -3.02 -1.65 -2.40 -0.138
N -2.55 -1.46 -1.17 0.516
H 0.61 1.13 6.58 0.288
H -3.38 -0.07 5.66 0.465
H -3.70 -0.71 3.28 0.670
H 0.54 -0.59 2.69 0.337
H 0.86 0.02 5.02 0.281
H -3.00 -2.61 1.96 0.464
H -4.21 -3.91 0.42 0.491
H -5.09 -4.28 -1.90 0.439
H -4.30 -2.75 -3.72 0.448
H -2.64 -1.00 -3.17 0.446
C 4.07 -0.60 1.83 -1.624
C 3.12 0.23 1.01 0.395
O 1.90 0.12 1.14 -0.268
N 3.66 1.14 0.18 -0.013
C 2.86 1.92 -0.76 -0.515
C 1.91 2.86 -0.05 0.454
C 2.34 4.11 0.36 -1.045
C 1.49 4.93 1.08 -0.556
C 0.22 4.47 1.38 -1.081
C -0.14 3.22 0.92 -0.338
N 0.66 2.43 0.21 0.734
H 3.63 -1.59 1.95 0.303
H 4.19 -0.15 2.81 0.333
H 5.05 -0.70 1.36 0.462
H 4.66 1.13 0.06 0.308
H 2.34 1.27 -1.47 -0.381
H 3.56 2.51 -1.35 0.748
H 3.35 4.43 0.11 0.540
H 1.82 5.92 1.40 0.420
H -0.48 5.06 1.96 0.515
H -1.12 2.82 1.14 0.511
O 0.54 -0.04 -7.33 -0.584
C 0.46 -0.10 -6.13 0.382
C -0.01 -1.31 -5.31 0.121
O -0.39 -2.37 -5.75 -0.651
C 0.06 -0.87 -3.90 1.080
C 0.54 0.43 -3.82 0.111
O 0.66 1.04 -2.68 -0.047
C 0.77 1.02 -5.13 -0.192
O 1.07 2.17 -5.39 -0.711
O -0.32 -1.54 -2.87 -1.106
Se -4.49 2.11 1.16 0.249
N -4.41 3.69 0.33 -0.858
C -3.52 3.57 -0.61 0.685
C -3.11 4.59 -1.54 -0.651
C -2.14 4.28 -2.42 -0.965
C -1.50 2.97 -2.41 -0.290
N -1.85 2.01 -1.61 0.287
C -2.87 2.28 -0.73 -0.209
N -3.23 1.37 0.14 -0.012
H -3.58 5.56 -1.51 0.468
H -1.78 5.00 -3.15 0.490
H -0.67 2.77 -3.08 0.525
Br 6.44 -4.42 -1.87 -0.177
C 4.71 -4.46 -1.12 -0.160
C 4.28 -5.60 -0.45 -0.162
N 3.08 -5.70 0.11 -0.636
C 2.27 -4.65 0.02 -0.154
C 2.63 -3.46 -0.62 -0.047
C 3.88 -3.37 -1.21 -0.356
C 1.68 -2.30 -0.64 1.318
O 2.03 -1.25 -1.23 -0.912
O 0.57 -2.41 -0.04 -0.794
H 4.94 -6.46 -0.37 0.386
H 1.30 -4.72 0.48 0.591
H 4.16 -2.46 -1.74 0.605
```


In eV, relative to the most stable structure: <w> 0.467; <x> 0.000.


<w>
Density functional theory data (ωB97M-V with the def2-TZVPD basis set) for a 2-piece molecular cluster, C9H13N4 overall.

Properties
Kohn-Sham gap (alpha / beta) = 0.2813 / 0.2838 hartree
Net charge = +1
Highest occupied orbital energy (alpha / beta) = -12.0248 / -11.8735 eV

```
26
Properties=species:S:1:pos:R:3:nbo_charge:R:1
C 3.83 -0.48 0.35 -0.206
C 3.52 0.39 -0.67 -0.181
C 2.87 -1.07 1.14 -0.181
C 2.17 0.59 -0.90 -0.338
C 1.51 -0.91 0.87 -0.311
C 1.25 -0.06 -0.13 0.066
C -2.11 -1.91 0.38 0.141
C -2.45 -0.76 1.23 -0.326
C -1.22 -0.18 -0.62 0.445
N -1.36 -1.54 -0.67 -0.459
N -2.25 0.31 0.22 -0.294
N -1.17 0.54 -1.92 -0.779
N -2.07 1.66 0.55 -0.658
H 4.87 -0.50 0.80 0.241
H 4.22 1.09 -1.13 0.244
H 3.02 -1.56 2.13 0.236
H 1.87 1.56 -1.52 0.216
H 0.76 -1.39 1.53 0.227
H -2.36 -2.95 0.44 0.240
H -3.45 -0.68 1.72 0.261
H -1.54 -0.75 1.96 0.230
H -1.49 -0.24 -2.64 0.485
H -2.01 1.18 -2.01 0.461
H -1.21 1.73 1.27 0.352
H -2.96 1.94 1.10 0.384
H -0.22 1.05 -1.85 0.502
```


<x>
Density functional theory data (ωB97M-V with the def2-TZVPD basis set) for a 2-piece molecular cluster, C9H13N4 overall.

Properties
Kohn-Sham gap = 0.1853 hartree
Net charge = +1
Highest occupied orbital energy = -10.3566 eV

```
26
Properties=species:S:1:pos:R:3:nbo_charge:R:1
N 0.44 -2.17 0.12 -0.800
C -0.31 -0.98 0.52 -0.267
C -1.78 -1.03 0.12 0.207
C -2.44 0.14 -0.31 -0.118
C -3.75 0.05 -0.71 -0.182
C -4.36 -1.19 -0.63 0.083
N -3.65 -2.21 -0.19 -0.214
N -2.39 -2.19 0.18 -0.149
H 0.17 -2.97 0.66 0.374
H 0.31 -2.36 -0.87 0.363
H 0.13 -0.15 -0.03 0.226
H -0.22 -0.84 1.59 0.243
H -1.91 1.08 -0.34 0.263
H -4.30 0.91 -1.07 0.268
H -5.39 -1.36 -0.91 0.259
H -4.10 -3.12 -0.13 0.442
N 3.89 1.02 0.78 -0.502
C 2.83 0.82 -0.05 -0.098
C 2.46 2.04 -0.56 -0.307
C 3.33 3.01 -0.01 -0.307
C 4.21 2.36 0.81 -0.063
H 4.37 0.31 1.29 0.416
H 2.43 -0.17 -0.21 0.209
H 1.65 2.21 -1.25 0.208
H 3.33 4.07 -0.21 0.228
H 5.03 2.72 1.40 0.219
```


In eV, relative to the most stable structure: <w> 4.702; <x> 0.000.


<w>
Density functional theory data (ωB97M-V with the def2-TZVPD basis set) for one molecule with the formula C2H3IOS.

Properties
Kohn-Sham gap (alpha / beta) = 0.2403 / 0.2273 hartree
Net charge = 0
Highest occupied orbital energy (alpha / beta) = -8.2467 / -7.9788 eV

```
8
Properties=species:S:1:pos:R:3:nbo_charge:R:1
C 0.00 0.15 0.31 -0.568
C 0.29 0.13 1.58 0.011
O 1.61 0.23 1.85 -0.671
S -0.68 -0.58 -3.00 -0.288
I -1.69 -0.53 -0.68 0.692
H -0.31 0.02 2.47 0.180
H -1.23 0.61 -3.54 0.160
H 2.01 -0.03 1.01 0.484
```


<x>
Density functional theory data (ωB97M-V with the def2-TZVPD basis set) for one molecule with the formula C2H3IOS.

Properties
Kohn-Sham gap (alpha / beta) = 0.2820 / 0.2820 hartree
Net charge = 0
Highest occupied orbital energy (alpha / beta) = -8.8982 / -8.8986 eV
SMILES string = OCC(=S)I

```
8
Properties=species:S:1:pos:R:3:nbo_charge:R:1
O 0.72 0.31 0.98 -0.698
C -0.05 -0.17 -0.15 -0.183
C -1.14 -1.09 0.43 -0.129
S -1.19 -2.46 1.20 0.293
I -3.47 0.09 0.20 -0.201
H 0.48 1.32 1.13 0.490
H -0.45 0.72 -0.79 0.218
H 0.60 -0.72 -0.77 0.210
```


In eV, relative to the most stable structure: <w> 2.793; <x> 0.000.